1.
78
Properties=species:S:1:pos:R:3 method="wB97M-V/def2-TZVPD" spin_multiplicity=5 e_above_lowest_ev=0.000 total_energy_ev=-133751.6539 e_lumo_ev="-0.8616 / -0.9342"
Mn 0.10 0.15 0.14
O 0.09 4.46 0.81
C 0.24 3.17 0.52
O -0.70 2.40 0.48
C 1.62 2.74 0.26
C 2.71 3.59 0.20
C 3.95 3.03 -0.08
C 4.06 1.67 -0.30
C 2.91 0.89 -0.21
N 1.73 1.42 0.07
C 2.93 -0.62 -0.44
O 3.96 -1.10 -0.87
O 1.83 -1.20 -0.14
H -0.85 4.63 0.97
H 2.58 4.65 0.36
H 4.83 3.66 -0.14
H 4.99 1.18 -0.54
C -0.45 1.51 3.83
C 0.30 0.29 3.27
O 0.00 0.04 1.97
C 1.82 0.52 3.44
F 2.16 1.74 2.94
F 2.55 -0.37 2.78
F 2.20 0.52 4.72
C -0.13 -0.96 4.08
F -0.08 -0.75 5.41
F -1.41 -1.25 3.79
F 0.61 -2.03 3.81
H -0.22 2.38 3.22
H -0.19 1.70 4.86
H -1.52 1.31 3.76
F -0.04 0.43 -1.66
Te 0.15 -3.04 -0.89
F -0.21 -3.91 -2.64
F -1.44 -3.98 -0.49
F 1.44 -4.38 -0.79
F 0.26 -3.10 1.01
O -1.47 -0.90 -0.06
C -3.44 -4.47 -2.47
Si -3.29 -2.74 -3.11
C -5.03 -2.19 -3.55
C -2.12 -2.49 -4.55
Sb -2.86 -0.78 -1.41
Si -4.44 -0.74 0.63
C -4.03 -2.32 1.50
C -6.23 -0.61 0.11
C -3.87 0.77 1.57
Si -2.75 1.34 -2.91
C -2.49 2.89 -1.90
C -4.47 1.44 -3.66
C -1.46 1.16 -4.24
H -3.89 -5.05 -3.27
H -4.11 -4.50 -1.61
H -2.49 -4.91 -2.20
H -5.45 -2.92 -4.25
H -5.08 -1.22 -4.03
H -5.68 -2.17 -2.67
H -2.03 -3.43 -5.11
H -1.12 -2.22 -4.23
H -2.51 -1.73 -5.22
H -4.29 -3.20 0.90
H -4.59 -2.38 2.44
H -2.96 -2.36 1.73
H -6.55 -1.51 -0.42
H -6.40 0.25 -0.54
H -6.87 -0.50 0.99
H -2.78 0.84 1.55
H -4.18 0.68 2.61
H -4.30 1.69 1.16
H -2.94 2.86 -0.91
H -2.94 3.72 -2.46
H -1.42 3.09 -1.79
H -5.27 1.16 -2.98
H -4.56 0.83 -4.56
H -4.65 2.48 -3.97
H -0.52 0.81 -3.82
H -1.29 2.15 -4.69
H -1.79 0.49 -5.03

***

2.
17
Properties=species:S:1:pos:R:3 method="wB97M-V/def2-TZVPD" spin_multiplicity=1 e_above_lowest_ev=4.827 total_energy_ev=-8426.4137 e_lumo_ev=0.9444
C 1.15 -0.66 1.95
C 0.54 -0.98 0.61
C -1.20 0.17 0.40
C -0.43 0.47 -0.86
C -1.02 0.50 -2.20
O -0.64 1.69 -1.53
C 0.95 -0.02 -0.51
H 1.28 0.42 2.16
H 0.60 -1.12 2.77
H 2.15 -1.10 1.94
H -0.69 -1.08 0.63
H -2.26 -0.09 0.31
H -1.01 0.87 1.21
H -0.40 0.24 -3.06
H -2.09 0.35 -2.33
H 1.53 0.84 -0.15
H 1.52 -0.48 -1.33

***

3.
38
Properties=species:S:1:pos:R:3 method="wB97M-V/def2-TZVPD" spin_multiplicity=5 charge=-2 e_above_lowest_ev=0.985 total_energy_ev=-129298.3315 e_lumo_ev="3.8717 / 1.4835"
Co -0.31 -0.19 0.28
S 1.57 -2.63 -1.85
C 1.76 -2.37 -0.23
N 1.60 -1.26 0.46
C 2.06 -1.37 1.75
C 2.14 -0.34 2.68
C 2.67 -0.60 3.93
C 3.12 -1.87 4.28
C 3.05 -2.91 3.36
C 2.54 -2.65 2.11
S 2.40 -3.73 0.76
H 1.78 0.64 2.43
H 2.72 0.20 4.65
H 3.50 -2.05 5.27
H 3.40 -3.90 3.61
S 0.60 2.16 0.66
C -0.95 2.75 0.28
S -2.15 1.55 0.04
C -1.23 4.12 0.18
C -2.48 4.61 -0.22
N -3.47 5.10 -0.56
C -0.28 5.11 0.45
N 0.44 5.98 0.66
F -3.10 -3.07 3.02
C -2.78 -1.77 2.82
F -3.21 -1.12 3.92
F -3.52 -1.34 1.80
S -0.92 -1.59 2.54
O -0.37 -2.18 3.72
O -0.73 -2.31 1.30
O -0.76 -0.15 2.40
C -0.82 -0.85 -3.64
C -0.66 -0.60 -2.15
O -1.39 -1.19 -1.33
O 0.18 0.25 -1.76
H -1.40 -1.76 -3.79
H 0.16 -0.95 -4.09
H -1.34 0.00 -4.08

***

4.
29
Properties=species:S:1:pos:R:3 method="wB97M-V/def2-TZVPD" spin_multiplicity=1 charge=+1 e_above_lowest_ev=1.764 total_energy_ev=-14523.3817 e_lumo_ev="-4.2650 / -4.2654"
C -2.86 1.24 -0.77
C -1.62 0.95 0.06
C -0.36 1.39 -0.55
N 0.73 1.43 0.16
C 2.04 1.30 -0.40
C 3.14 1.54 0.62
N 2.23 -0.03 -1.01
N 1.72 -1.08 -0.78
C 0.84 -1.68 0.21
C 0.29 -2.94 -0.47
N -0.13 -0.86 0.90
C -1.40 -0.59 0.27
H -2.77 0.81 -1.77
H -3.01 2.31 -0.86
H -3.73 0.81 -0.29
H -1.73 1.39 1.06
H -0.28 1.54 -1.62
H 0.64 1.21 1.16
H 2.15 1.99 -1.25
H 3.02 2.52 1.08
H 4.11 1.51 0.12
H 3.12 0.77 1.40
H 1.58 -2.00 0.95
H 1.11 -3.58 -0.76
H -0.27 -2.70 -1.37
H -0.36 -3.48 0.22
H -0.22 -1.12 1.88
H -2.23 -0.94 0.89
H -1.46 -1.08 -0.70

***

5.
62
Properties=species:S:1:pos:R:3 method="wB97M-V/def2-TZVPD" spin_multiplicity=1 charge=-2 e_above_lowest_ev=0.745 total_energy_ev=-507159.5561 e_lumo_ev=3.7643
Ti 0.36 0.31 -0.11
Br 3.82 -5.47 1.29
C 2.66 -4.18 0.53
C 2.06 -4.41 -0.70
Br 2.38 -6.03 -1.63
C 1.20 -3.45 -1.25
Br 0.34 -3.71 -2.91
C 0.95 -2.26 -0.59
O 0.16 -1.30 -1.00
C 1.61 -2.00 0.65
O 1.40 -0.82 1.16
C 2.42 -2.97 1.20
Br 3.20 -2.59 2.88
Se -0.32 1.50 -2.20
Te 1.02 3.61 -2.20
Te 3.41 2.61 -1.16
Se 2.68 0.25 -1.23
F -2.13 -0.22 -0.54
Sb -3.92 -0.25 -1.28
F -3.54 1.12 -2.52
F -4.29 1.14 0.03
F -5.72 -0.20 -1.87
F -4.44 -1.54 0.03
F -3.49 -1.63 -2.48
O -1.85 2.13 0.99
C -1.58 3.40 1.32
C -2.59 4.35 1.38
C -2.31 5.65 1.77
C -1.02 6.01 2.13
C -0.01 5.07 2.06
C -0.26 3.77 1.64
C 0.94 2.87 1.49
O 1.99 3.15 2.04
O 0.80 1.82 0.71
H -2.79 2.00 0.77
H -3.60 4.07 1.11
H -3.11 6.38 1.81
H -0.81 7.03 2.44
H 1.02 5.33 2.30
C 0.38 1.87 5.56
C 1.37 1.17 4.65
N 0.68 0.82 3.43
C -0.59 0.30 3.39
N -1.01 -0.24 2.30
C -2.31 -0.89 2.36
C -3.29 -0.11 3.22
C -2.70 -0.04 4.61
N -1.35 0.47 4.54
C -0.77 0.91 5.80
H 0.02 2.77 5.06
H 0.84 2.14 6.51
H 1.79 0.28 5.15
H 2.19 1.83 4.37
H 1.26 0.49 2.68
H -2.19 -1.90 2.77
H -2.71 -1.01 1.35
H -4.28 -0.59 3.23
H -3.40 0.90 2.82
H -2.72 -1.04 5.08
H -3.29 0.63 5.25
H -0.42 0.05 6.39
H -1.56 1.40 6.37

***

6.
8
Properties=species:S:1:pos:R:3 method="wB97M-V/def2-TZVPD" spin_multiplicity=1 e_above_lowest_ev=3.361 total_energy_ev=-22009.1854 e_lumo_ev=-1.4845
C -0.69 0.55 -0.06
N 0.11 -0.31 0.05
O -1.20 -2.44 -0.27
P 0.13 -2.10 0.29
I -1.88 2.21 0.05
H 1.12 1.81 0.19
H 1.01 -2.16 -0.86
H 1.40 2.44 0.61

***

7.
79
Properties=species:S:1:pos:R:3 method="wB97M-V/def2-TZVPD" spin_multiplicity=2 charge=+1 e_above_lowest_ev=0.000 total_energy_ev=-100901.0540 e_lumo_ev="-3.0440 / -8.6922"
Ag 2.38 -0.49 -2.39
C -0.38 2.42 -0.65
F 0.13 3.14 -1.64
F 0.37 2.57 0.41
F -1.59 2.90 -0.35
S -0.67 0.59 -1.16
O -1.82 0.27 -0.36
O -0.82 0.58 -2.58
N 0.85 -0.20 -0.81
S 0.81 -0.74 0.71
O 2.05 -1.35 1.12
O 0.22 0.21 1.63
C -0.48 -2.18 0.66
F 0.15 -3.28 1.07
F -1.47 -1.90 1.48
F -0.97 -2.34 -0.55
O 0.73 6.02 -0.87
H 1.12 5.40 -0.25
H 1.44 6.23 -1.49
O -4.03 -1.70 -1.38
H -3.86 -0.76 -1.56
H -3.61 -1.86 -0.53
O 3.39 -2.26 -1.23
H 3.88 -2.12 -0.42
H 3.35 -3.24 -1.34
O -4.03 0.96 -2.73
H -3.89 1.72 -3.29
H -3.99 1.30 -1.83
O 2.36 1.75 -2.57
H 2.40 2.34 -1.81
H 2.48 2.33 -3.34
C 2.87 -5.70 -0.05
O 3.28 -4.92 -0.92
N 3.18 -7.01 -0.03
N 2.11 -5.26 1.00
H 3.81 -7.35 -0.73
H 2.94 -7.64 0.71
H 1.91 -4.27 0.97
H 1.77 -5.83 1.74
C -1.17 2.53 -5.23
O -1.49 1.87 -6.20
N 0.11 2.95 -5.03
N -2.06 3.13 -4.36
H 0.76 2.54 -5.68
H 0.37 3.61 -4.33
H -3.04 2.95 -4.49
H -1.88 3.88 -3.72
C -3.81 -5.50 1.49
O -4.62 -5.93 0.70
N -3.76 -4.15 1.88
N -2.78 -6.22 2.04
H -3.22 -3.81 2.65
H -4.44 -3.57 1.43
H -2.93 -7.21 1.89
H -2.10 -5.90 2.69
C -3.87 5.59 -2.27
O -3.82 6.56 -3.02
N -2.74 5.02 -1.74
N -5.04 4.98 -1.97
H -2.84 4.35 -1.01
H -1.87 5.45 -2.01
H -5.79 5.38 -2.52
H -5.16 4.20 -1.36
C 3.75 -1.92 4.69
O 4.22 -2.56 5.68
N 3.86 -0.58 4.76
N 3.24 -2.44 3.58
H 3.27 0.01 4.15
H 4.37 -0.20 5.54
H 3.18 -3.43 3.42
H 3.12 -1.79 2.81
C 2.60 2.38 3.50
O 2.75 1.46 2.69
N 1.43 3.10 3.49
N 3.51 2.79 4.42
H 1.33 3.82 4.17
H 0.69 2.67 2.96
H 3.20 3.43 5.12
H 4.29 2.18 4.55

***

8.
67
Properties=species:S:1:pos:R:3 method="wB97M-V/def2-TZVPD" spin_multiplicity=1 smiles="CN(CC(=O)NC1CCN(Cc2ccccc2)CC1)S(=O)(=O)c1ccc2c(c1)c(=O)n(C)c(=O)n2C" total_energy_ev=-54953.3462 e_lumo_ev=-0.2146
C -0.56 -1.88 -2.22
N -0.61 -2.61 -0.97
C 0.21 -3.81 -0.91
C 1.70 -3.48 -1.08
O 2.30 -3.66 -2.12
N 2.23 -2.93 0.03
C 3.49 -2.21 0.04
C 3.37 -0.93 -0.80
C 4.61 -0.04 -0.62
N 4.89 0.28 0.77
C 3.92 1.20 1.36
C 3.92 2.51 0.63
C 5.10 3.25 0.52
C 5.11 4.45 -0.16
C 3.95 4.94 -0.73
C 2.77 4.21 -0.63
C 2.76 3.00 0.05
C 5.07 -0.94 1.53
C 3.86 -1.88 1.48
S -0.56 -1.60 0.37
O -0.27 -2.41 1.52
O 0.25 -0.44 0.16
C -2.28 -1.11 0.43
C -3.21 -2.05 0.87
C -4.55 -1.73 0.91
C -4.99 -0.46 0.50
C -4.03 0.47 0.05
C -2.68 0.13 0.02
C -4.44 1.80 -0.40
O -3.68 2.64 -0.82
N -5.81 2.04 -0.32
C -6.31 3.34 -0.74
C -6.76 1.14 0.12
O -7.93 1.44 0.16
N -6.31 -0.10 0.52
C -7.32 -1.04 0.99
H -0.85 -2.55 -3.03
H 0.43 -1.48 -2.43
H -1.27 -1.06 -2.16
H 0.02 -4.28 0.06
H -0.11 -4.48 -1.72
H 1.61 -2.75 0.81
H 4.25 -2.86 -0.41
H 3.26 -1.20 -1.85
H 2.47 -0.39 -0.49
H 4.48 0.89 -1.17
H 5.49 -0.56 -1.01
H 4.24 1.37 2.40
H 2.90 0.80 1.38
H 6.00 2.86 0.96
H 6.03 5.02 -0.24
H 3.95 5.88 -1.26
H 1.86 4.59 -1.07
H 1.85 2.43 0.12
H 5.28 -0.67 2.57
H 5.94 -1.45 1.12
H 4.08 -2.80 2.03
H 3.00 -1.41 1.96
H -2.86 -3.01 1.19
H -5.25 -2.46 1.26
H -1.96 0.87 -0.31
H -5.46 3.93 -1.06
H -7.02 3.21 -1.56
H -6.83 3.81 0.09
H -7.13 -1.32 2.02
H -8.28 -0.54 0.92
H -7.33 -1.93 0.36

***

Repeat the seventh record exactly.
79
Properties=species:S:1:pos:R:3 method="wB97M-V/def2-TZVPD" spin_multiplicity=2 charge=+1 e_above_lowest_ev=0.000 total_energy_ev=-100901.0540 e_lumo_ev="-3.0440 / -8.6922"
Ag 2.38 -0.49 -2.39
C -0.38 2.42 -0.65
F 0.13 3.14 -1.64
F 0.37 2.57 0.41
F -1.59 2.90 -0.35
S -0.67 0.59 -1.16
O -1.82 0.27 -0.36
O -0.82 0.58 -2.58
N 0.85 -0.20 -0.81
S 0.81 -0.74 0.71
O 2.05 -1.35 1.12
O 0.22 0.21 1.63
C -0.48 -2.18 0.66
F 0.15 -3.28 1.07
F -1.47 -1.90 1.48
F -0.97 -2.34 -0.55
O 0.73 6.02 -0.87
H 1.12 5.40 -0.25
H 1.44 6.23 -1.49
O -4.03 -1.70 -1.38
H -3.86 -0.76 -1.56
H -3.61 -1.86 -0.53
O 3.39 -2.26 -1.23
H 3.88 -2.12 -0.42
H 3.35 -3.24 -1.34
O -4.03 0.96 -2.73
H -3.89 1.72 -3.29
H -3.99 1.30 -1.83
O 2.36 1.75 -2.57
H 2.40 2.34 -1.81
H 2.48 2.33 -3.34
C 2.87 -5.70 -0.05
O 3.28 -4.92 -0.92
N 3.18 -7.01 -0.03
N 2.11 -5.26 1.00
H 3.81 -7.35 -0.73
H 2.94 -7.64 0.71
H 1.91 -4.27 0.97
H 1.77 -5.83 1.74
C -1.17 2.53 -5.23
O -1.49 1.87 -6.20
N 0.11 2.95 -5.03
N -2.06 3.13 -4.36
H 0.76 2.54 -5.68
H 0.37 3.61 -4.33
H -3.04 2.95 -4.49
H -1.88 3.88 -3.72
C -3.81 -5.50 1.49
O -4.62 -5.93 0.70
N -3.76 -4.15 1.88
N -2.78 -6.22 2.04
H -3.22 -3.81 2.65
H -4.44 -3.57 1.43
H -2.93 -7.21 1.89
H -2.10 -5.90 2.69
C -3.87 5.59 -2.27
O -3.82 6.56 -3.02
N -2.74 5.02 -1.74
N -5.04 4.98 -1.97
H -2.84 4.35 -1.01
H -1.87 5.45 -2.01
H -5.79 5.38 -2.52
H -5.16 4.20 -1.36
C 3.75 -1.92 4.69
O 4.22 -2.56 5.68
N 3.86 -0.58 4.76
N 3.24 -2.44 3.58
H 3.27 0.01 4.15
H 4.37 -0.20 5.54
H 3.18 -3.43 3.42
H 3.12 -1.79 2.81
C 2.60 2.38 3.50
O 2.75 1.46 2.69
N 1.43 3.10 3.49
N 3.51 2.79 4.42
H 1.33 3.82 4.17
H 0.69 2.67 2.96
H 3.20 3.43 5.12
H 4.29 2.18 4.55